Entry 1:
Entry from the Open Molecules 2025 dataset: a molecular structure, C5H13N4 (ωB97M-V/def2-TZVPD).

The geometry in XYZ format:
```
22
Properties=species:S:1:pos:R:3:mulliken_charge:R:1
C -1.02190 1.10537 -0.02960 -0.82
C 0.26761 0.78022 -0.20254 0.19
C -2.00203 0.09268 0.48933 -0.06
C 0.66443 -0.62299 0.15972 1.00
C 1.37666 1.69107 -0.55129 -1.30
N -3.11160 -0.11428 -0.29354 -0.48
N 1.19980 -0.61171 1.51436 -0.62
N 1.48181 -1.26688 -0.76606 -0.57
N -0.71832 -1.24471 0.25345 -0.48
H -1.42386 2.13311 -0.21716 0.42
H -2.05002 0.19057 1.59438 0.36
H 1.39638 2.64532 -0.01336 0.36
H 1.24624 2.11214 -1.54445 0.35
H 2.23944 0.98250 -0.38752 0.35
H -2.93362 -0.16384 -1.30979 0.29
H -3.88036 -0.74719 0.02278 0.27
H 1.16098 0.29130 1.89452 0.25
H 2.17376 -1.07909 1.53464 0.29
H 1.80717 -2.18103 -0.51740 0.24
H 1.22464 -1.28484 -1.71183 0.22
H -0.94185 -1.90059 0.97073 0.35
H -1.12384 -1.68552 -0.60256 0.38
```

Results
- DFT total energy (Ha) = -417.06685
- Kohn-Sham gap (eV) = 10.70
- max |F| (eV/A) = 3.80
- E_LUMO (Eh) = -0.107
- relative energy (zero: lowest compared OMol25 entry of this formula, charge and spin) (eV) = 1.145
- total charge = +1

***

Entry 2:
Entry from the Open Molecules 2025 dataset: a gas-phase ion, C5H13N4 (charge +1) (ωB97M-V/def2-TZVPD).

The geometry in XYZ format:
```
22
Properties=species:S:1:pos:R:3:mulliken_charge:R:1
C -0.63005 -0.14813 -2.30407 -0.40
C -0.02746 1.14329 -1.74463 -0.83
C -0.07873 0.80260 -0.21128 1.39
C 1.36760 0.78972 0.24572 -2.17
C 0.02741 -1.45870 2.02365 -0.64
N -0.99464 -1.04453 -1.49504 -0.66
N -0.80138 -0.59201 -0.18996 0.17
N -0.84896 1.74708 0.45302 -0.60
N -0.16664 -1.77118 0.63862 -0.19
H -0.75338 -0.30216 -3.31377 0.62
H 0.93007 1.22360 -2.22622 0.31
H -0.64237 1.99836 -1.87199 0.41
H 1.59507 0.87913 1.33287 0.45
H 1.75405 1.63930 -0.09747 0.58
H 1.83101 -0.08704 -0.25433 0.44
H -0.87511 -1.02552 2.46177 0.30
H 0.51715 -2.24842 2.48587 0.39
H 0.88253 -0.66563 1.93291 0.13
H -1.73513 1.92617 -0.01921 0.23
H -1.03124 1.78209 1.44087 0.21
H 0.70818 -2.14793 0.15045 0.43
H -1.02798 -2.44008 0.56221 0.42
```

Results
- DFT total energy (Ha) = -416.81506
- Kohn-Sham gap (alpha / beta) (eV) = 6.21 / 6.91
- max |F| (eV/A) = 11.97
- 2S+1 = 3
- E_LUMO (alpha / beta) (Eh) = -0.116 / -0.248
- relative energy (zero: lowest compared OMol25 entry of this formula, charge and spin) (eV) = 3.392
- total charge = +1

***

Entry 3:
Entry from the Open Molecules 2025 dataset: a gas-phase ion, C5H13N4O2 (charge +1) (ωB97M-V/def2-TZVPD).

The geometry in XYZ format:
```
24
Properties=species:S:1:pos:R:3:mulliken_charge:R:1
C -0.47241 -1.66846 -0.00776 0.80
C 0.75070 -1.74951 0.59201 -0.92
C -0.89377 0.78019 1.25690 -0.35
C -1.09729 0.27688 -1.18348 -0.55
C 0.35990 2.16979 -0.39674 -1.14
N -0.35149 -0.95949 -1.34966 -0.40
N 1.85155 -1.34293 -0.29266 -0.27
N -1.75017 -0.14263 1.66404 -0.13
N -0.49955 1.07056 0.05590 0.18
O -1.64862 -2.00844 0.19314 -0.72
O -2.41340 -0.00068 -1.06974 -0.59
H 0.85056 -2.04175 1.60039 0.48
H -0.25215 1.23215 1.96704 0.34
H -0.79833 1.05461 -1.86421 0.64
H -0.37556 2.81994 -0.75085 0.50
H 0.76882 2.51528 0.52178 0.32
H 0.98375 1.72272 -1.06924 0.40
H -0.79822 -1.41765 -2.13548 0.23
H 1.06414 -1.15823 -1.15986 0.52
H 2.61778 -2.00832 -0.06554 0.34
H -1.73518 -0.59292 2.53680 0.24
H -2.42640 -0.58263 1.06347 0.28
H 2.34190 -0.48838 -0.00462 0.27
H -2.53617 -0.93635 -0.74257 0.51
```

Results
- DFT total energy (Ha) = -567.31256
- Kohn-Sham gap (alpha / beta) (eV) = 5.69 / 5.44
- max |F| (eV/A) = 7.87
- 2S+1 = 3
- E_LUMO (alpha / beta) (Eh) = -0.111 / -0.260
- total charge = +1

***

Entry 4:
Entry from the Open Molecules 2025 dataset: 2 unconnected molecules or ions with the total composition C5H13N4O3 (ωB97M-V/def2-TZVPD).

The geometry in XYZ format:
```
25
Properties=species:S:1:pos:R:3:mulliken_charge:R:1
C 2.79681 0.43159 -1.05286 0.10
C -0.19401 -2.48683 1.38077 -0.04
C -1.29622 0.23585 -0.49095 -0.99
C 0.57728 1.01103 -1.93083 -0.90
C -1.12903 0.92882 0.77263 0.33
N -2.22687 0.85842 1.46816 -0.17
N 1.94349 0.61139 -2.11384 -0.08
N -1.26866 -1.92929 1.34854 -0.32
N 0.02355 1.39435 1.23821 -0.11
O 2.41816 0.78780 0.07776 -0.67
O 0.72916 -2.27982 0.52409 -0.45
O -0.10988 -0.07649 -1.26542 -0.45
H 3.81779 -0.07641 -1.27154 0.35
H 0.01536 -3.40445 2.03013 0.32
H -1.87825 0.78538 -1.14794 0.56
H -1.73440 -0.70351 -0.24874 0.62
H 0.08454 1.12251 -2.86871 0.43
H 0.62443 1.89734 -1.40849 0.57
H -2.41587 1.18712 2.38960 0.22
H -2.96325 0.20258 1.07022 0.29
H 2.32572 0.44544 -3.03170 0.24
H -1.87344 -2.38564 2.00827 0.17
H 0.17526 2.02476 2.06022 0.29
H 0.98386 1.15392 0.69216 0.34
H 0.57444 -1.73587 -0.22976 0.36
```

Results
- DFT total energy (Ha) = -642.62390
- Kohn-Sham gap (alpha / beta) (eV) = 6.91 / 5.92
- max |F| (eV/A) = 5.86
- 2S+1 = 3
- E_LUMO (alpha / beta) (Eh) = -0.096 / -0.281
- total charge = +1

***

Entry 5:
Entry from the Open Molecules 2025 dataset: 2 unconnected molecules or ions with the total composition C5H13NO (ωB97M-V/def2-TZVPD).

The geometry in XYZ format:
```
20
Properties=species:S:1:pos:R:3:mulliken_charge:R:1
C 1.80087 1.26050 -1.62594 -1.37
C 0.27638 1.35074 -1.64166 -0.34
C -0.54743 0.11756 -1.25837 -1.13
C 0.01283 -1.07136 -0.41655 0.46
C 1.26160 -1.55775 -0.17128 -0.94
N -1.04507 -1.65440 0.28155 -0.80
H 2.16942 0.57163 -2.38910 0.28
H 2.34181 2.18360 -1.83510 0.42
H 2.08155 0.77113 -0.69743 0.38
H -0.11285 1.80346 -2.56722 0.34
H 0.12702 2.14098 -0.88740 0.36
H -1.04010 -0.42667 -2.08490 0.35
H -1.40068 0.47431 -0.67188 0.28
H 2.00897 -1.59308 -0.95391 0.31
H 1.43287 -2.22433 0.66368 0.36
H -1.92659 -1.22398 0.04975 0.40
H -0.94625 -1.81641 1.27281 0.31
H -1.80110 0.01746 5.61416 0.81
H -2.57382 0.86809 4.62579 0.90
O -2.11943 0.00852 4.69299 -2.37
```

Results
- DFT total energy (Ha) = -328.19723
- Kohn-Sham gap (alpha / beta) (eV) = 2.27 / 8.44
- max |F| (eV/A) = 1.65
- 2S+1 = 2
- E_LUMO (alpha / beta) (Eh) = 0.128 / 0.125
- relative energy (zero: lowest compared OMol25 entry of this formula, charge and spin) (eV) = 2.058
- total charge = -1

***

Entry 6:
Entry from the Open Molecules 2025 dataset: 2 unconnected molecules or ions with the total composition C5H13NO (ωB97M-V/def2-TZVPD).

The geometry in XYZ format:
```
20
Properties=species:S:1:pos:R:3:mulliken_charge:R:1
C -1.73640 -1.85832 0.49352 -1.40
C -0.61953 -0.99650 -0.09554 -0.38
C 0.01685 -0.08190 0.94221 -0.22
C 1.33000 0.50606 0.45861 -0.64
C 1.92937 0.20112 -0.69948 0.04
N 2.97936 0.98732 -1.20004 -0.51
H -2.30533 -1.30049 1.20145 0.33
H -1.40865 -2.79083 0.92571 0.37
H -2.45325 -2.16159 -0.27611 0.36
H 0.12169 -1.75615 -0.36959 0.25
H -0.87546 -0.47292 -1.00962 0.39
H -0.59150 0.79193 1.14986 0.18
H 0.10787 -0.64918 1.86045 0.33
H 1.82198 1.27537 1.04653 0.18
H 1.64982 -0.65756 -1.28523 0.28
H 3.35314 1.68670 -0.58961 0.21
H 3.66150 0.42143 -1.68230 0.22
O -1.98966 2.45536 -0.21124 -0.62
H -2.38324 1.70942 0.24255 0.31
H -2.60855 2.69071 -0.90211 0.30
```

Results
- DFT total energy (Ha) = -328.26792
- Kohn-Sham gap (eV) = 8.69
- max |F| (eV/A) = 1.55
- E_LUMO (Eh) = 0.033
- SMILES string = CCC/C=C/N.O
- relative energy (zero: lowest compared OMol25 entry of this formula, charge and spin) (eV) = 1.386
- total charge = 0

***

Entry 7:
Entry from the Open Molecules 2025 dataset: 2 unconnected molecules or ions with the total composition C5H13NO (ωB97M-V/def2-TZVPD).

The geometry in XYZ format:
```
20
Properties=species:S:1:pos:R:3:mulliken_charge:R:1
C 1.81434 0.45363 -0.24774 -1.36
C 0.35618 0.21436 -0.29854 0.91
C -0.15751 -1.09853 -0.73745 -1.57
C -0.55563 1.20024 -0.08107 0.43
C -2.10670 1.11227 0.23141 -1.18
N -0.24666 2.60513 -0.34356 -0.50
H 2.05342 1.31169 0.32764 0.45
H 2.20673 0.51226 -1.31684 0.25
H 2.37008 -0.31344 0.32954 0.32
H 0.52189 -1.92708 -0.80624 0.39
H -0.38235 -0.97394 -1.72766 0.39
H -1.02738 -1.55067 -0.08798 0.23
H -2.47493 0.01687 0.25611 0.22
H -2.43924 1.53819 1.13649 0.40
H -2.74274 1.45442 -0.71568 0.26
H 0.70080 2.67985 -0.45802 0.19
H -0.64580 3.28891 0.09021 0.17
O 0.81533 -3.32684 1.14213 -0.55
H 0.28178 -3.64617 1.82920 0.27
H 1.65838 -3.55115 1.47803 0.29
```

Results
- DFT total energy (Ha) = -328.21626
- Kohn-Sham gap (eV) = 8.07
- max |F| (eV/A) = 7.78
- E_LUMO (Eh) = 0.028
- SMILES string = CC(C)=C(C)N.O
- relative energy (zero: lowest compared OMol25 entry of this formula, charge and spin) (eV) = 2.791
- total charge = 0

***

Entry 8:
Entry from the Open Molecules 2025 dataset: 2 unconnected molecules or ions with the total composition C5H13NO (ωB97M-V/def2-TZVPD).

The geometry in XYZ format:
```
20
Properties=species:S:1:pos:R:3:mulliken_charge:R:1
C 2.63414 -0.27650 2.98706 -0.88
C 1.31764 -0.29954 2.27345 0.65
N 0.45665 -1.40872 2.60918 -0.41
O 0.98938 0.50764 1.39021 -0.58
H 3.33700 -0.33145 2.19669 0.24
H 2.70201 -1.23599 3.54680 0.27
H 2.97358 0.53675 3.62566 0.28
H -0.41436 -1.41882 2.10492 0.23
H 0.77057 -2.22800 3.15537 0.20
C -0.19328 -0.11161 -1.89059 -0.97
C -1.35524 0.92737 -1.82251 -0.30
C -2.42612 0.88509 -2.88686 -0.93
H 0.42391 0.13541 -2.80687 0.27
H -0.54725 -1.17013 -2.07013 0.27
H 0.41835 -0.20931 -1.03858 0.23
H -1.84734 0.62326 -0.83214 0.20
H -0.96125 1.89731 -1.56935 0.36
H -2.03399 1.39158 -3.77515 0.29
H -3.10420 0.07126 -2.91407 0.35
H -3.14020 1.71439 -2.28310 0.21
```

Results
- DFT total energy (Ha) = -328.26556
- Kohn-Sham gap (eV) = 10.86
- max |F| (eV/A) = 5.72
- E_LUMO (Eh) = 0.030
- SMILES string = CC(N)=O.CCC
- relative energy (zero: lowest compared OMol25 entry of this formula, charge and spin) (eV) = 1.450
- total charge = 0